[1]
Formula: C22H49CeN2P3S2
Source: OMol25
Level of theory: ωB97M-V/def2-TZVPD

```
79
Properties=species:S:1:pos:R:3
Ce 0.3300 0.0043 -0.4878
P -1.6272 2.0035 0.2528
P -2.0540 -1.4890 1.1073
P 2.0483 2.0654 -1.2621
H -1.2994 -3.8498 -1.2459
C -0.4609 -3.2400 -1.6187
C 0.8100 -3.4589 -1.1992
H 1.0354 -4.1413 -0.3549
C -2.6982 2.1627 -1.2271
C -2.8366 2.1152 1.6206
C -0.8546 3.6581 0.3820
C -1.8543 -3.3152 1.2989
C -2.6508 -1.1630 2.8381
C -3.7121 -1.4784 0.2830
C 3.5106 1.0922 -1.7337
C 2.8524 3.4690 -0.4361
C 1.4528 2.8630 -2.7953
H -0.8309 -2.4286 -2.3244
H 1.7289 -2.9788 -1.5838
H -3.3569 3.0376 -1.1201
H -3.3001 1.2478 -1.3392
H -2.0569 2.2859 -2.1138
H -3.3024 3.1139 1.6141
H -2.3313 1.9769 2.5837
H -3.6187 1.3524 1.5145
H -1.6177 4.4050 0.6498
H -0.3877 3.9366 -0.5715
H -0.0839 3.6410 1.1627
H -2.8466 -3.7841 1.3682
H -1.2740 -3.5377 2.2035
H -1.3152 -3.7448 0.4511
H -3.6332 -1.6359 2.9893
H -2.7619 -0.0872 3.0109
H -1.9512 -1.5701 3.5800
H -4.3415 -2.2608 0.7336
H -3.5846 -1.6924 -0.7861
H -4.2155 -0.5059 0.3882
H 3.9032 1.5152 -2.6776
H 3.3110 0.0054 -1.8755
H 4.2642 1.2015 -0.9202
H 3.5719 3.9380 -1.1201
H 3.3791 3.1027 0.4527
H 2.1061 4.2023 -0.1103
H 2.3329 3.0273 -3.4383
H 0.9942 3.8228 -2.5113
H 0.7061 2.2838 -3.3634
C 1.4954 -1.1698 -5.5626
C 0.8401 -0.6502 -6.7160
C 1.1716 -1.1649 -8.0079
C 2.0281 -2.2758 -8.1382
C 2.4591 -2.9387 -6.9574
C 2.1384 -2.4327 -5.6803
S 1.5197 -0.2236 -4.0365
H 0.7862 -0.7879 -2.8640
H 0.0411 0.1226 -6.5976
H 0.7704 -0.6815 -8.9170
H 2.3523 -2.6286 -9.1499
H 3.0451 -3.8538 -7.0718
H 2.3337 -3.0195 -4.7685
C 0.3204 2.5021 3.9212
N 0.0788 1.1834 4.5155
C -0.4587 1.1648 5.8826
C 0.3804 0.0849 3.7960
S 0.6647 0.3260 2.0535
N 0.5765 -1.1314 4.3521
C 0.1512 -1.5550 5.6825
C 1.4068 -2.0757 3.5956
H 0.1490 3.2345 4.7114
H -0.3602 2.6930 3.0848
H 1.3614 2.5737 3.5739
H -1.4407 0.6647 5.9240
H 0.2664 0.7056 6.5696
H -0.5917 2.2026 6.2051
H 0.3383 -2.6381 5.8050
H 0.7363 -1.0497 6.4791
H -0.9348 -1.3927 5.8399
H 0.9304 -2.3708 2.6457
H 2.3787 -1.6124 3.3592
H 1.5867 -2.9731 4.2022
```

Summary:
- Multiplicity: 2
- ΔE to the lowest compared entry with this formula, charge and spin: 128.7 kJ/mol
- Net charge: +3
- Frontier orbital gap (alpha / beta): 0.2378 / 0.2403 hartree
- Lowest unoccupied orbital energy (alpha / beta): -0.33694 / -0.33446 Ha

---

[2]
Formula: C22H49Cl38N2OS
Source: OMol25
Level of theory: ωB97M-V/def2-TZVPD

```
113
Properties=species:S:1:pos:R:3
C -3.4170 -1.2714 2.2494
C -1.9715 -1.5289 2.7834
O -1.1574 -0.3727 2.4678
N -0.6028 0.2244 3.5828
S -1.7341 1.4337 4.2556
C 0.6131 0.9764 3.0580
N 1.4901 0.0765 2.3282
H -3.9126 -2.2333 2.0212
H -3.3035 -0.7618 1.2681
H -4.0185 -0.6487 2.9285
H -2.0284 -1.7632 3.8638
H -1.5975 -2.4152 2.2436
H -0.3104 -0.4458 4.3091
H -1.6484 2.4580 3.3486
H 1.1453 1.4645 3.8983
H 0.2724 1.7981 2.3987
H 2.4292 0.2882 2.6658
H 1.5021 0.4189 1.3661
C 2.3828 -0.8923 -1.6656
Cl 1.1590 -2.1279 -1.3598
Cl 1.9226 0.6513 -0.9301
H 3.3301 -1.2209 -1.2356
H 2.4841 -0.7580 -2.7373
C -2.5243 -2.7576 -1.6039
Cl -1.4612 -4.1097 -1.1861
Cl -4.2285 -3.1634 -1.3723
H -2.2788 -1.9089 -0.9724
H -2.3635 -2.5014 -2.6467
C -2.4210 -4.3927 2.7073
Cl -4.0702 -3.9415 2.2623
Cl -2.0142 -3.8308 4.3370
H -2.3330 -5.4732 2.6790
H -1.7297 -3.9469 1.9978
C 6.1290 -1.4450 0.4784
Cl 5.1356 -2.2824 -0.7205
Cl 5.1995 -1.0651 1.9337
H 6.9654 -2.0830 0.7469
H 6.4929 -0.5178 0.0463
C -4.8199 0.1348 6.7203
Cl -4.1173 1.6599 6.1553
Cl -4.1339 -1.2536 5.8647
H -4.6167 0.0202 7.7830
H -5.8919 0.1586 6.5476
C -6.3451 2.3345 2.0400
Cl -6.1650 0.7991 1.1840
Cl -6.4259 2.0889 3.7931
H -5.4911 2.9642 1.8123
H -7.2576 2.8166 1.7096
C 4.5237 3.2384 3.8873
Cl 4.8256 1.7174 3.0314
Cl 4.3240 2.9719 5.6243
H 5.3708 3.9080 3.7242
H 3.6155 3.6891 3.4957
C 6.7060 5.9653 1.4911
Cl 6.9823 4.4427 0.6390
Cl 6.5085 5.7028 3.2305
H 7.5575 6.6196 1.3327
H 5.8042 6.4274 1.1028
C -4.8537 -2.8868 9.7492
Cl -6.2406 -3.7416 10.4276
Cl -5.1498 -1.1432 9.6608
H -3.9886 -3.0625 10.3803
H -4.6656 -3.2603 8.7473
C 0.9743 0.4051 -5.4547
Cl 2.6827 0.0927 -5.1174
Cl -0.0714 -0.4780 -4.3315
H 0.7840 1.4640 -5.3495
H 0.7511 0.0877 -6.4685
C -5.7397 4.9045 -0.7129
Cl -4.6931 3.5380 -0.2895
Cl -7.4470 4.5267 -0.4630
H -5.4743 5.7544 -0.0922
H -5.5868 5.1479 -1.7592
C 9.4678 8.1658 4.5797
Cl 9.1464 8.6125 2.8984
Cl 11.1903 7.8967 4.8585
H 9.1284 8.9692 5.2255
H 8.9280 7.2521 4.8079
C -2.7431 1.2084 -5.8948
Cl -1.4113 2.3040 -6.2946
Cl -4.2693 1.7713 -6.5831
H -2.5186 0.2245 -6.2941
H -2.8416 1.1562 -4.8154
C 6.4463 1.6634 -4.6805
Cl 8.1540 1.3541 -4.3525
Cl 5.4016 0.7796 -3.5596
H 6.2549 2.7261 -4.5727
H 6.2198 1.3461 -5.6935
C -7.9181 -3.8873 2.5526
Cl -9.3270 -4.1481 1.5198
Cl -7.0792 -2.3870 2.1358
H -8.2459 -3.8294 3.5855
H -7.2318 -4.7191 2.4269
C 0.8345 -7.2503 -0.2047
Cl -0.5527 -6.6638 0.7273
Cl 2.2866 -6.3092 0.1482
H 1.0159 -8.2886 0.0541
H 0.6081 -7.1656 -1.2630
C -0.2978 3.2511 -10.1290
Cl 0.0348 2.4857 -11.6864
Cl 0.8082 2.6738 -8.8767
H -0.1800 4.3247 -10.2332
H -1.3156 3.0164 -9.8324
C 6.3432 -6.8295 -0.8794
Cl 4.9865 -7.7697 -0.2487
Cl 5.9384 -5.1085 -0.9432
H 7.1998 -6.9689 -0.2278
H 6.5797 -7.1727 -1.8815
C -2.0569 0.0325 -13.6390
Cl -1.7131 -1.7013 -13.6267
Cl -3.7849 0.3471 -13.8370
H -1.7280 0.4618 -12.6988
H -1.5200 0.4909 -14.4634
```

Summary:
- Net charge: +1
- Frontier orbital gap: 0.3390 hartree
- Lowest unoccupied orbital energy: -0.09824 Ha

---

[3]
Formula: C22H49F9N5O4S5
Source: OMol25
Level of theory: ωB97M-V/def2-TZVPD

```
94
Properties=species:S:1:pos:R:3
N 4.5683 2.6389 3.4332
C 3.3693 1.9874 3.7194
C 1.9534 2.3154 2.9087
N 2.2481 2.6340 1.4580
C 1.2448 2.5078 0.5252
N -0.2099 2.0235 0.7026
C -0.7364 2.2286 -0.7187
C -2.2133 1.6462 -1.1239
C -2.4025 0.0287 -0.9372
C -3.3737 -0.4218 0.3039
C -2.5122 -1.3020 1.4047
C -2.7964 -0.5979 2.8770
N -1.6571 -0.8021 3.8588
C 0.5243 2.1028 -1.7569
C 0.9306 0.5896 -2.3431
C 1.9567 -0.2214 -1.3606
C 2.6007 -1.5976 -2.0151
F 3.9582 -1.9311 -1.4415
F 2.9097 -1.2272 -3.4495
C 1.5797 -2.8637 -2.1026
F 2.0788 -3.7301 -3.2358
F 0.1839 -2.4874 -2.4966
S 1.4554 -3.9620 -0.6101
F 1.9398 -2.7650 0.5069
F -0.1803 -3.3768 -0.4029
F 0.7574 -5.1870 -1.6456
F 3.0220 -4.6294 -0.7871
F 1.2196 -5.0254 0.7211
N 1.5709 2.8498 -0.9411
H 5.3111 2.2609 4.0727
H 3.3985 1.1488 4.5491
H 1.2584 1.3658 2.9758
H 1.3586 3.2152 3.3667
H 3.2049 2.9241 1.1214
H -0.2922 1.0243 1.0317
H -0.9359 3.4052 -0.7280
H -2.9903 2.1583 -0.3760
H -2.5227 2.0255 -2.1966
H -2.9340 -0.3594 -1.9328
H -1.3792 -0.5355 -0.8413
H -4.2076 -1.1675 -0.1131
H -3.9535 0.4515 0.8242
H -1.3522 -1.2370 1.2254
H -2.8187 -2.4523 1.4264
H -3.8287 -1.0518 3.2497
H -2.9556 0.5752 2.7595
H -1.2085 0.1245 4.1194
H -0.8688 -1.3577 3.4471
H 0.2812 2.7488 -2.7084
H -0.1088 0.0536 -2.5246
H 1.3614 0.8067 -3.4313
H 1.4504 -0.3783 -0.3171
H 2.8891 0.5005 -1.1732
H 2.5509 2.6641 -1.2457
C -2.9248 5.2330 4.2454
S -1.9217 4.4511 2.9589
O -1.4122 3.1533 3.5110
C -0.5615 5.6431 3.0296
H -3.8227 4.6293 4.3999
H -2.3609 5.2869 5.1798
H -3.2158 6.2357 3.9239
H -0.1409 5.6716 4.0373
H -0.9271 6.6325 2.7464
H 0.2112 5.3282 2.3239
C -3.4966 -5.6031 4.1426
S -2.5959 -5.4940 2.5776
O -3.4053 -4.6375 1.6504
C -2.8548 -7.2178 2.0902
H -3.4976 -4.6160 4.6118
H -4.5272 -5.9175 3.9612
H -2.9974 -6.3155 4.8035
H -3.9241 -7.4339 2.0329
H -2.3759 -7.8789 2.8157
H -2.4016 -7.3712 1.1078
C 4.4222 -6.5625 -5.3056
S 5.3324 -5.0230 -5.5778
O 6.6596 -5.3835 -6.1752
C 5.6066 -4.6539 -3.8272
H 4.1764 -6.9967 -6.2781
H 5.0374 -7.2672 -4.7409
H 3.4986 -6.3506 -4.7619
H 6.1502 -5.4739 -3.3525
H 4.6458 -4.5022 -3.3305
H 6.1985 -3.7381 -3.7555
C -0.6136 5.9490 -3.5266
S -1.3706 6.7521 -2.0933
O -1.8741 5.6709 -1.1845
C -2.7972 7.4216 -2.9837
H 0.2879 5.4270 -3.1958
H -1.3087 5.2277 -3.9631
H -0.3412 6.7040 -4.2678
H -3.3598 6.6111 -3.4525
H -2.4558 8.1299 -3.7416
H -3.4392 7.9407 -2.2677
```

Summary:
- Net charge: +1
- Frontier orbital gap: 0.2035 hartree
- Lowest unoccupied orbital energy: -0.16849 Ha

---

[4]
Formula: C22H49FIN4O6P2
Source: OMol25
Level of theory: ωB97M-V/def2-TZVPD

```
85
Properties=species:S:1:pos:R:3
C 1.5452 -1.6125 1.1626
P 0.9004 0.1068 0.7234
O 2.1494 0.7924 -0.2841
N -0.5647 0.0899 -0.2771
C -1.6080 -0.7859 0.1635
N -2.1740 -0.5518 1.5014
C -3.3828 0.3318 1.4182
C -3.6762 1.2978 0.2621
C -4.9272 2.2222 0.1391
C -5.8709 2.0846 1.3922
C -5.4120 1.0688 2.4540
N -4.2648 0.2493 2.5258
N -2.1797 -1.7841 -0.5354
C -3.2819 -2.6340 0.0129
C -3.5074 -4.0314 -0.7332
C -2.2790 -5.0800 -0.5225
F -1.1875 -4.4875 0.2267
P -1.6404 -2.1508 -2.2127
O -1.8103 -0.7148 -3.1841
I 0.7694 -2.8031 -2.2153
H 2.2289 -1.4951 2.0880
H 0.7442 -2.3915 1.3872
H 2.2630 -1.9242 0.3111
H 1.6648 1.3500 -0.9507
H -0.4200 0.1528 -1.2916
H -1.5079 -0.0786 2.1303
H -2.9287 1.3750 -0.6095
H -5.1402 2.9077 -0.7402
H -6.8418 2.6867 1.4665
H -6.1284 0.9715 3.3535
H -4.2661 -2.0372 -0.1124
H -3.1786 -2.8720 1.1319
H -3.8250 -3.9458 -1.8305
H -4.4043 -4.5319 -0.1993
H -2.6255 -6.0509 -0.0343
H -1.8373 -5.3781 -1.5443
H -2.0566 0.0496 -2.6035
C -2.7238 0.5065 -6.3031
C -3.0175 1.9727 -6.5782
C -1.9965 2.5733 -7.5313
O -3.0022 2.6982 -5.3482
H -1.7414 0.3867 -5.8344
H -3.4588 0.0919 -5.6076
H -2.7444 -0.0804 -7.2248
H -4.0200 2.0732 -7.0028
H -0.9889 2.5246 -7.1055
H -2.2135 3.6297 -7.7104
H -1.9955 2.0492 -8.4903
H -2.1184 2.6151 -4.9657
C -0.2435 4.1684 -3.3223
C -0.2050 4.2709 -1.8049
C -0.5059 5.6859 -1.3382
O 1.0855 3.8804 -1.3350
H 0.5086 4.8204 -3.7770
H -0.0139 3.1479 -3.6446
H -1.2268 4.4456 -3.7120
H -0.9324 3.5778 -1.3708
H 0.2374 6.3905 -1.7242
H -0.4637 5.7475 -0.2476
H -1.4965 6.0083 -1.6686
H 1.7366 4.4873 -1.7127
C 1.9391 -2.0490 6.1022
C 3.0728 -1.4061 5.3194
C 3.9466 -0.5443 6.2168
O 2.5296 -0.6015 4.2711
H 1.2886 -1.2871 6.5439
H 1.3128 -2.6561 5.4427
H 2.3236 -2.6857 6.9027
H 3.6824 -2.1838 4.8498
H 3.3656 0.2695 6.6623
H 4.7503 -0.0796 5.6389
H 4.3913 -1.1360 7.0207
H 1.9883 0.0898 4.6756
C 6.5595 -3.1009 3.3240
C 6.4250 -2.1828 2.1193
C 6.9755 -0.7968 2.4153
O 5.0497 -2.0786 1.7533
H 5.9964 -2.7096 4.1779
H 6.1496 -4.0897 3.1009
H 7.6057 -3.2146 3.6189
H 6.9562 -2.6151 1.2670
H 6.4266 -0.3261 3.2376
H 6.8620 -0.1448 1.5451
H 8.0342 -0.8414 2.6831
H 4.5707 -1.6969 2.5020
```

Summary:
- ΔE to the lowest compared entry with this formula, charge and spin: 482.0 kJ/mol
- Net charge: +1
- Frontier orbital gap: 0.2570 hartree
- Lowest unoccupied orbital energy: -0.15263 Ha

---

[5]
Formula: C22H49N2OP3PbS
Source: OMol25
Level of theory: ωB97M-V/def2-TZVPD

```
79
Properties=species:S:1:pos:R:3
Pb -1.2323 -0.6509 -0.3596
P -0.3222 -1.4307 -3.0182
P -1.4766 2.1258 -0.9515
P 0.9503 -2.4370 1.3120
H -3.3871 2.1015 3.8103
C -2.6030 1.3784 4.0738
C -1.2990 1.7204 4.1130
H -0.9982 2.7645 3.9981
C -1.9263 -1.8490 -3.7399
C 0.2771 0.0116 -3.9622
C 0.7964 -2.8134 -3.2968
C -1.6767 3.1947 0.5145
C -0.2985 3.0901 -1.9646
C -3.0592 2.3920 -1.8283
C 1.1024 -1.8995 3.0632
C 2.7002 -2.8220 0.9340
C 0.2890 -4.1308 1.5746
H -2.9146 0.3334 4.2175
H -0.5125 1.0182 4.3906
H -1.9091 -1.9541 -4.8324
H -2.6765 -1.0772 -3.5290
H -2.3018 -2.7984 -3.3461
H 0.5355 -0.2444 -5.0032
H 1.1662 0.4239 -3.4679
H -0.5085 0.7792 -3.9795
H 0.9828 -3.0560 -4.3429
H 0.3818 -3.6951 -2.8094
H 1.7661 -2.6023 -2.8435
H -2.4137 3.9811 0.2999
H -0.7195 3.6626 0.7817
H -2.0238 2.6030 1.3724
H -0.7733 4.0258 -2.2936
H 0.0110 2.5117 -2.8436
H 0.6023 3.3239 -1.3808
H -3.1801 3.4623 -2.0537
H -3.8895 2.0494 -1.1941
H -3.0695 1.8197 -2.7676
H 1.0587 -2.7627 3.7406
H 0.2762 -1.2151 3.3013
H 2.0501 -1.3690 3.2188
H 3.2211 -3.2420 1.8062
H 3.2160 -1.9129 0.5971
H 2.7368 -3.5528 0.1162
H 0.4897 -4.4713 2.5991
H 0.7572 -4.8224 0.8632
H -0.7965 -4.1330 1.4064
C -3.6513 -2.2586 0.1439
C -4.1410 -2.8794 -1.0257
C -4.8254 -4.0773 -0.8902
C -4.8684 -4.7364 0.3659
C -4.1010 -4.2459 1.4354
C -3.3756 -3.0791 1.2859
O -3.4713 -0.9391 0.2066
H 0.2768 -1.0922 -1.4863
H -4.0228 -2.3719 -1.9824
H -5.3557 -4.4889 -1.7465
H -5.5067 -5.6203 0.4821
H -4.1237 -4.7551 2.4076
H -2.7143 -2.7051 2.0808
C 5.6027 2.9728 -0.1682
C 4.3008 3.6994 -0.4089
N 3.1373 2.8192 -0.7334
C 2.9770 1.5924 -0.1469
S 2.4670 0.2394 -1.0306
N 3.2747 1.4855 1.1710
C 3.0711 2.5804 2.1519
C 1.8265 3.4107 1.9459
H 5.5432 2.3018 0.6937
H 6.3878 3.7102 0.0251
H 5.8967 2.3972 -1.0515
H 4.0115 4.3130 0.4495
H 4.4032 4.3793 -1.2625
H 2.9140 2.7866 -1.7298
H 3.1261 0.5380 1.5257
H 3.0346 2.0984 3.1359
H 3.9745 3.1997 2.1362
H 0.9215 2.8112 2.0957
H 1.8132 4.2233 2.6814
H 1.7984 3.8596 0.9469
```

Summary:
- ΔE to the lowest compared entry with this formula, charge and spin: 114.7 kJ/mol
- Net charge: +4
- Frontier orbital gap (alpha / beta): 0.1277 / 0.0980 hartree
- Lowest unoccupied orbital energy (alpha / beta): -0.57037 / -0.58700 Ha